The following is a DFT calculation (ωB97M-V/def2-TZVPD) of a 9-piece molecular cluster, C28H81N7O9 overall at a distorted geometry.

Each line ends with the Mulliken charge.
Atoms and positions in Å:
1 C 0.59012 -3.99088 0.99593  -1.45
2 C 0.16210 -2.51040 1.18857  0.60
3 C 0.31341 -2.03465 2.60496  1.78
4 O -0.87365 -2.34440 3.31051  -0.47
5 C -1.23380 -1.49952 4.39964  -0.58
6 N 0.99765 -1.71651 0.29237  0.40
7 H 0.01247 -4.72555 1.60418  0.37
8 H 1.63541 -4.10272 1.33137  0.32
9 H 0.55039 -4.19310 -0.08612  0.36
10 H -0.88637 -2.38225 0.87869  -0.43
11 H 0.41541 -0.96430 2.52257  -0.92
12 H 1.22277 -2.43618 3.13136  -0.02
13 H -1.67334 -0.51670 4.11379  0.02
14 H -0.36294 -1.30524 5.01650  0.29
15 H -1.93808 -2.04678 4.96273  0.34
16 H 0.95962 -0.71843 0.56934  -0.40
17 H 1.93788 -2.02437 0.51526  0.00
18 C 1.36352 1.64885 2.81307  -0.22
19 C 0.99277 2.87897 2.03382  0.20
20 C 2.26291 3.78331 1.91736  -0.51
21 O 2.56368 4.31609 3.22051  -0.36
22 C 3.93899 4.73973 3.31619  -0.78
23 N 0.39318 2.61300 0.77607  -0.23
24 H 0.47035 1.02234 2.82841  -0.68
25 H 1.60415 1.85170 3.82209  0.61
26 H 2.11977 1.13786 2.24444  -0.18
27 H 0.34204 3.54067 2.66034  0.46
28 H 2.16179 4.59673 1.16090  0.48
29 H 3.06703 3.08134 1.55055  0.19
30 H 4.01103 5.37900 4.22383  0.27
31 H 4.22270 5.37894 2.52442  0.35
32 H 4.66314 3.92458 3.43268  0.26
33 H -0.48499 2.12150 0.92558  -0.36
34 H 0.08019 3.46689 0.35465  0.33
35 C 5.33247 -2.35688 1.42251  -1.78
36 C 4.66454 -1.06208 1.86338  2.05
37 C 4.45086 -1.04035 3.34367  -1.05
38 O 3.38860 -1.98601 3.59615  -0.22
39 C 3.21221 -2.10030 5.00380  -0.81
40 N 5.45773 0.12470 1.54502  -0.61
41 H 6.32681 -2.39025 1.95886  0.46
42 H 5.52943 -2.30418 0.35004  0.42
43 H 4.75091 -3.23128 1.65153  0.29
44 H 3.71078 -1.06356 1.42163  -1.08
45 H 4.18347 -0.03472 3.65495  0.41
46 H 5.36177 -1.31938 3.87770  0.42
47 H 2.57799 -2.95577 5.21839  0.27
48 H 2.57132 -1.20448 5.27177  0.23
49 H 4.17048 -1.98701 5.56455  0.34
50 H 5.20731 0.54251 0.64384  0.23
51 H 6.42977 -0.14425 1.47308  0.29
52 C -1.41612 2.64874 -3.04052  -1.55
53 C -2.65830 3.49341 -2.82166  0.52
54 C -3.82046 2.61552 -3.24781  -0.10
55 O -5.06442 3.15815 -2.97201  -0.41
56 C -6.17517 2.34132 -3.29996  -0.81
57 N -2.75133 3.95367 -1.43203  -0.67
58 H -0.55811 3.16959 -2.75986  0.47
59 H -1.22695 2.33105 -4.05507  0.58
60 H -1.42411 1.71559 -2.40610  0.09
61 H -2.62259 4.38115 -3.51690  0.19
62 H -3.72379 1.63687 -2.65850  -0.20
63 H -3.74221 2.39401 -4.30916  0.59
64 H -7.07404 2.98793 -3.31770  0.22
65 H -6.15963 1.56755 -2.57800  0.31
66 H -6.05889 1.89634 -4.25853  0.36
67 H -2.37910 3.26078 -0.73826  -0.03
68 H -3.68814 4.09545 -1.18803  0.39
69 C -3.50333 -4.72787 -0.39439  -1.45
70 C -4.29496 -4.85662 -1.68392  0.62
71 C -3.52654 -4.35243 -2.93658  -0.98
72 O -2.56695 -3.30231 -2.80118  -0.15
73 C -3.24705 -2.06314 -2.73921  -0.37
74 N -4.78463 -6.22140 -1.87562  -0.73
75 H -3.41073 -3.70516 -0.02584  0.17
76 H -2.51640 -5.06872 -0.51032  0.34
77 H -4.03352 -5.32318 0.33921  0.47
78 H -5.22705 -4.22051 -1.66093  0.28
79 H -4.25878 -4.08417 -3.67767  0.41
80 H -2.94589 -5.16348 -3.39474  0.36
81 H -2.34084 -1.40607 -2.73424  -0.08
82 H -3.71266 -1.96457 -1.79400  0.34
83 H -4.00998 -1.89099 -3.56211  0.25
84 H -3.99620 -6.79901 -2.17721  0.28
85 H -5.42980 -6.11654 -2.64942  0.30
86 C 2.52611 -1.34043 -4.81497  -1.26
87 C 3.51218 -0.46999 -3.91833  0.20
88 C 2.87749 0.85673 -3.71044  -0.41
89 O 3.62989 1.64815 -2.82173  -0.23
90 C 4.90867 2.14567 -3.20687  -0.87
91 N 3.72071 -1.15883 -2.68173  -0.51
92 H 3.01451 -2.25882 -5.10439  0.39
93 H 2.26171 -0.97320 -5.77528  0.48
94 H 1.57171 -1.58012 -4.31856  -0.04
95 H 4.44438 -0.39221 -4.46739  0.46
96 H 1.89381 0.83356 -3.25056  0.05
97 H 2.85823 1.42276 -4.65049  0.40
98 H 4.94431 2.44035 -4.28009  0.28
99 H 5.66529 1.32248 -3.10437  0.31
100 H 5.22077 2.97971 -2.60588  0.30
101 H 2.83353 -1.10519 -2.20399  0.07
102 H 4.45403 -0.74037 -2.10484  0.34
103 C -2.79776 2.19760 3.28336  -1.16
104 C -3.62630 2.79674 2.03043  0.53
105 C -3.74096 1.69337 0.94922  -0.98
106 O -2.39273 1.38647 0.53226  0.84
107 C -2.30546 0.07452 0.08740  -1.02
108 N -5.00866 3.16880 2.40828  -0.67
109 H -1.75099 2.12913 3.10787  -0.05
110 H -3.23482 1.29794 3.63812  0.40
111 H -2.93195 2.96908 4.07747  0.39
112 H -3.14088 3.67354 1.64257  0.47
113 H -4.34317 1.98398 0.03762  -0.02
114 H -4.34366 0.89434 1.50607  0.38
115 H -3.09533 -0.03466 -0.65879  0.20
116 H -2.44686 -0.56818 0.98743  0.28
117 H -1.31454 -0.11605 -0.36300  -0.11
118 H -5.31916 2.59581 3.19541  0.26
119 H -5.13235 4.10976 2.66444  0.25
120 O 0.18639 -1.68015 -2.44249  -0.54
121 H 0.44957 -1.86455 -1.49211  0.33
122 H -0.35349 -2.38420 -2.79326  0.25
123 O 2.77000 1.13626 -0.29513  -0.09
124 H 2.93604 1.39499 -1.18677  0.23
125 H 2.02067 1.67804 -0.03570  0.02

Atomic forces in eV per Å
C -0.16 0.26 0.22
C -0.06 -1.31 -0.39
C -0.11 -0.03 0.92
O -0.61 -0.01 0.27
C 1.03 0.46 -1.05
N 0.20 0.52 0.26
H 0.11 0.67 -0.63
H -0.20 0.12 -0.18
H -0.09 -0.34 0.45
H 0.20 -0.08 0.23
H 0.14 0.59 0.34
H -0.78 0.29 -0.60
H 0.28 -0.56 -0.22
H 0.24 0.13 0.30
H -0.88 -0.52 0.70
H 0.14 -0.67 -0.42
H 0.39 0.31 -0.38
C -1.52 -0.38 -1.32
C 0.81 3.10 2.23
C 0.43 -1.06 -0.44
O 0.84 -0.28 -0.97
C -0.91 0.04 1.90
N -0.35 -0.87 -0.87
H -0.02 -0.26 0.11
H 0.66 0.31 0.90
H 0.63 -0.51 0.12
H 0.00 -0.58 -0.08
H -0.13 -0.34 0.49
H -0.29 0.85 0.38
H -0.16 -0.55 -0.40
H 0.25 0.54 -1.29
H -0.34 -0.15 -0.23
H 0.09 -0.32 -0.07
H 0.13 0.62 -0.39
C 1.50 0.78 0.30
C 1.42 -0.17 0.31
C -0.98 -0.73 -0.15
O 1.42 0.05 0.83
C -1.13 2.08 -0.17
N -0.10 0.27 -0.81
H -0.85 -0.34 -0.57
H -0.01 -0.19 0.00
H -0.20 -0.39 0.18
H -1.33 0.71 -0.77
H -0.30 0.19 0.16
H 0.11 -0.18 0.12
H 0.51 -0.38 0.14
H 0.65 -0.69 0.28
H -0.71 -0.67 -0.32
H -0.16 -0.24 0.45
H 0.16 0.04 0.02
C -0.55 -1.43 0.71
C -0.15 0.22 -0.51
C 0.03 -1.64 0.89
O -0.56 1.45 -0.03
C 0.50 1.49 0.19
N 2.08 -0.94 0.30
H 1.50 1.07 0.62
H -0.39 -0.03 -0.46
H -0.19 0.83 -0.53
H -0.05 -0.63 0.75
H -0.01 0.76 -0.71
H 0.13 -0.21 -0.36
H 0.47 -0.58 0.35
H -0.80 -1.04 0.87
H 0.13 -0.38 -1.13
H -0.37 0.59 -1.23
H -1.68 0.43 0.31
C -1.34 0.54 0.02
C -0.37 1.50 -0.18
C 1.20 -0.94 -0.08
O -1.62 -0.77 -0.18
C 1.88 0.73 -0.84
N 0.31 0.48 -0.25
H -0.20 0.07 -0.13
H 1.38 -0.75 -0.17
H 0.11 -0.06 0.34
H 0.82 -0.53 0.47
H -0.44 0.34 -0.55
H -0.11 -0.22 0.36
H -1.35 0.45 -0.35
H -0.85 0.20 1.06
H 1.11 -0.19 0.67
H -0.38 -0.02 -0.03
H -0.08 -0.75 -0.18
C 0.51 -0.29 0.98
C -1.65 -1.51 -1.62
C 0.87 1.55 -0.81
O 0.70 1.50 1.10
C 0.21 -1.90 -1.23
N 0.50 -0.59 0.46
H 0.27 -0.56 0.47
H -0.10 1.29 -0.83
H 0.60 0.16 0.21
H 0.27 0.20 -0.04
H -0.24 -0.43 -0.17
H -0.47 -0.19 -0.22
H -0.28 -0.03 0.52
H -0.38 0.68 0.01
H -0.27 0.29 0.46
H -0.04 -0.22 0.65
H -0.54 0.03 -0.22
C -1.55 3.11 -0.77
C -0.37 -1.40 0.93
C -0.35 0.71 0.45
O -0.93 0.90 0.92
C 0.21 -0.77 0.22
N 0.43 -1.86 -0.09
H 0.81 -0.36 -0.32
H -0.33 -1.00 0.13
H 0.17 -0.57 -0.32
H 0.40 0.38 -0.20
H 0.53 -0.09 0.97
H 1.24 0.23 -1.03
H 0.08 -0.73 -0.09
H -0.05 -0.19 -0.84
H -0.44 0.14 0.13
H 0.04 0.22 -0.34
H 0.13 1.28 0.29
O 0.46 0.58 0.77
H -0.32 0.02 -0.83
H -0.21 -0.55 0.20
O 0.01 -0.68 1.34
H 0.62 0.30 -1.38
H -0.66 0.23 0.25

Output
Net charge: 0
Spin multiplicity: 1

---

The following is a DFT calculation (ωB97M-V/def2-TZVPD) of C50H53FN7O3STl as an isolated structure.

Each line ends with the Mulliken charge.
Atoms and positions in Å:
1 Tl 0.20016 -0.96986 0.78012  0.99
2 C 7.87975 1.71676 -0.43664  -0.99
3 C 7.59354 0.22491 -0.58657  -1.06
4 N 6.17043 -0.07333 -0.61583  0.24
5 C 5.49992 -0.20257 0.59404  -0.28
6 C 4.22314 -0.59527 0.73146  -0.10
7 C 3.56779 -0.43162 2.12613  0.11
8 O 4.24902 -0.79237 3.09602  -0.76
9 O 2.46065 0.15361 2.07089  -0.58
10 C 3.50368 -1.00534 -0.46573  0.95
11 O 2.52161 -1.72593 -0.52447  -0.65
12 C 4.09864 -0.49984 -1.72701  0.24
13 C 3.31790 -0.50906 -2.87514  -0.84
14 C 3.87281 -0.16257 -4.07610  0.64
15 F 3.12257 -0.23095 -5.20868  -0.36
16 C 5.20444 0.23142 -4.17274  -1.47
17 C 5.97786 0.27652 -3.02390  -0.45
18 C 5.44359 -0.09412 -1.78133  0.26
19 N 5.83709 0.56048 -5.42016  0.28
20 C 6.65269 -0.50802 -5.97063  -0.50
21 C 7.62829 0.08464 -6.97169  -0.71
22 N 6.83105 0.78481 -8.03873  -0.15
23 C 5.95381 1.85613 -7.44617  -0.96
24 C 5.02533 1.18758 -6.44739  -0.59
25 H 8.95459 1.90043 -0.38759  0.38
26 H 7.42281 2.09210 0.47948  0.33
27 H 7.46117 2.27876 -1.27392  0.28
28 H 8.02275 -0.32137 0.25210  0.48
29 H 8.05549 -0.16871 -1.49157  0.44
30 H 6.08386 0.02859 1.47799  0.51
31 H 2.27916 -0.81731 -2.79865  0.79
32 H 6.99493 0.63588 -3.11837  0.51
33 H 6.04217 -1.28419 -6.46634  0.24
34 H 7.20860 -0.98822 -5.16922  0.48
35 H 8.25235 -0.67405 -7.44000  0.39
36 H 8.25246 0.83114 -6.48562  0.36
37 H 6.22067 0.09366 -8.47986  0.40
38 H 7.44213 1.16942 -8.75633  0.35
39 H 5.40619 2.34198 -8.25138  0.42
40 H 6.59904 2.57525 -6.94661  0.37
41 H 4.37798 0.47666 -6.98211  0.43
42 H 4.38274 1.93896 -5.99413  0.52
43 S -2.07253 0.91270 -3.50178  -0.36
44 C -1.58986 2.27216 -2.58727  -0.34
45 C -0.89045 1.91997 -1.47186  -0.80
46 C -0.69730 0.50995 -1.28093  -0.45
47 C -1.28699 -0.17094 -2.31022  0.85
48 C -1.31787 -1.61045 -2.57932  0.10
49 C -1.86737 -2.15581 -3.75408  -0.84
50 C -1.82396 -3.51968 -3.95820  -0.48
51 C -1.23602 -4.33787 -3.00105  -0.67
52 C -0.73450 -3.72816 -1.86223  -0.72
53 N -0.78087 -2.41683 -1.65241  0.33
54 H -1.85121 3.26149 -2.94054  0.43
55 H -0.50541 2.67081 -0.78842  0.40
56 H -2.32167 -1.50478 -4.48944  0.39
57 H -2.24665 -3.94841 -4.85973  0.40
58 H -1.16856 -5.40991 -3.13356  0.42
59 H -0.27140 -4.30547 -1.06634  0.44
60 C -2.01173 5.35073 4.62629  -1.61
61 C -2.60622 4.01432 5.09465  2.10
62 C -4.12976 4.14271 5.10395  -2.15
63 C -2.13197 3.71966 6.52532  -1.64
64 C -2.12307 2.90298 4.16750  0.71
65 C -0.76249 2.64269 4.03467  -0.77
66 C -0.33716 1.63491 3.18405  -1.13
67 N -1.18228 0.88934 2.47690  -0.06
68 C -2.48873 1.10718 2.59734  -1.12
69 C -2.99020 2.10447 3.43352  0.52
70 C -3.39051 0.21303 1.80205  -0.76
71 C -4.74348 0.48716 1.63065  0.41
72 C -5.55127 -0.36834 0.88676  0.64
73 C -4.94390 -1.49688 0.35228  -0.60
74 C -3.58526 -1.69120 0.55821  -1.18
75 N -2.82547 -0.86660 1.26151  0.13
76 C -7.03687 -0.06550 0.71058  2.02
77 C -7.74482 -0.31805 2.05006  -1.58
78 C -7.23267 1.39965 0.29471  -1.69
79 C -7.67509 -0.95361 -0.36077  -2.07
80 H -2.31750 6.15475 5.30101  0.44
81 H -2.35958 5.59395 3.61974  0.38
82 H -0.92175 5.31792 4.60719  0.33
83 H -4.42249 4.94681 5.78209  0.43
84 H -4.60719 3.22269 5.44892  0.41
85 H -4.51312 4.38607 4.11029  0.41
86 H -2.49710 4.49107 7.20800  0.45
87 H -1.04324 3.69845 6.58726  0.34
88 H -2.50735 2.75153 6.86387  0.38
89 H -0.02490 3.20791 4.59102  0.47
90 H 0.71649 1.38830 3.06070  0.61
91 H -4.05783 2.24292 3.51323  0.33
92 H -5.16756 1.38573 2.05606  0.23
93 H -5.49905 -2.21891 -0.23042  0.39
94 H -3.07342 -2.55004 0.13097  0.66
95 H -7.34722 0.33107 2.83270  0.33
96 H -7.60814 -1.35428 2.36667  0.37
97 H -8.81675 -0.12590 1.95208  0.43
98 H -6.91312 2.09249 1.07378  0.34
99 H -8.29035 1.58805 0.09566  0.46
100 H -6.66526 1.62074 -0.61171  0.39
101 H -7.69443 -2.00157 -0.05581  0.35
102 H -7.13909 -0.87221 -1.30840  0.44
103 H -8.70708 -0.63790 -0.52582  0.45
104 N 0.10862 -3.80853 1.83011  -0.41
105 C -0.55041 -4.04633 2.74208  -0.17
106 C -1.40907 -4.33715 3.85551  0.78
107 C -0.87984 -4.49182 5.13488  -0.48
108 C -1.72250 -4.78964 6.19294  -0.47
109 C -3.08687 -4.93531 5.98136  -0.37
110 C -3.61374 -4.77678 4.70626  -0.57
111 C -2.78057 -4.47671 3.64206  -0.36
112 H 0.18458 -4.37156 5.28708  0.48
113 H -1.31525 -4.90511 7.18910  0.38
114 H -3.74165 -5.16764 6.81168  0.38
115 H -4.67851 -4.88446 4.54286  0.39
116 H -3.17710 -4.34098 2.64448  0.43

Atomic forces in eV per Å
Tl -0.20 0.15 -0.10
C -0.05 -0.07 -0.04
C -0.05 0.25 0.03
N -0.04 0.02 0.11
C 0.11 -0.14 -0.20
C -0.21 0.18 0.18
C 0.15 0.04 -0.10
O -0.12 0.07 -0.08
O 0.10 -0.06 0.08
C 0.10 0.04 -0.06
O 0.06 0.02 0.14
C 0.13 -0.05 -0.05
C -0.15 -0.02 0.00
C 0.01 -0.02 0.02
F -0.02 -0.02 -0.05
C 0.06 0.00 0.05
C 0.06 0.03 -0.05
C 0.00 -0.02 -0.05
N -0.06 -0.11 -0.03
C -0.12 0.16 -0.06
C 0.02 -0.20 0.23
N 0.06 0.08 0.12
C -0.25 0.10 0.19
C 0.21 0.02 0.06
H -0.02 0.01 -0.01
H 0.02 0.02 -0.02
H 0.03 0.01 0.02
H 0.00 -0.04 0.01
H 0.02 -0.07 0.00
H 0.00 -0.06 -0.01
H 0.05 -0.02 0.00
H -0.02 0.00 0.02
H 0.00 -0.03 0.03
H 0.04 -0.02 0.00
H -0.05 0.02 -0.10
H 0.01 0.07 -0.09
H 0.02 -0.01 -0.12
H 0.02 0.00 -0.04
H 0.04 -0.07 -0.08
H 0.10 -0.02 -0.07
H -0.03 0.01 0.02
H -0.03 0.02 -0.03
S 0.11 -0.21 0.18
C -0.04 0.08 -0.12
C 0.00 0.00 0.03
C 0.13 -0.32 0.08
C -0.17 0.41 -0.33
C 0.02 -0.15 0.05
C 0.00 0.06 0.06
C -0.02 0.01 0.01
C 0.03 -0.04 0.01
C -0.02 0.10 0.02
N 0.05 0.07 0.07
H 0.02 -0.02 0.09
H -0.03 -0.03 0.00
H 0.02 -0.02 -0.02
H 0.01 0.02 0.00
H -0.01 0.02 0.02
H -0.02 -0.01 -0.03
C -0.02 -0.01 0.00
C 0.02 0.05 0.03
C 0.03 -0.02 -0.01
C 0.00 -0.02 -0.03
C -0.04 -0.01 0.00
C 0.07 -0.02 -0.01
C -0.01 -0.07 0.00
N -0.15 0.06 0.01
C 0.15 0.09 0.07
C -0.08 -0.03 -0.05
C -0.06 -0.05 -0.07
C 0.03 0.07 -0.03
C -0.02 0.00 0.02
C -0.01 0.00 -0.04
C 0.07 0.03 0.05
N 0.06 -0.06 0.08
C -0.02 0.00 0.02
C -0.01 0.02 -0.04
C 0.02 -0.04 -0.02
C 0.03 0.04 0.04
H 0.01 -0.02 -0.02
H 0.02 0.00 0.02
H -0.02 0.01 0.01
H 0.00 -0.01 -0.01
H -0.01 0.03 -0.01
H -0.02 -0.02 0.03
H 0.02 -0.01 -0.01
H -0.02 -0.01 0.01
H 0.00 0.03 0.01
H -0.01 0.00 -0.03
H -0.02 0.04 0.00
H 0.02 0.01 0.03
H 0.01 -0.01 0.00
H 0.03 0.03 -0.02
H -0.03 0.03 -0.02
H -0.01 -0.01 -0.01
H -0.01 0.02 0.01
H 0.03 0.01 0.02
H 0.00 0.00 -0.02
H 0.02 0.01 0.02
H -0.03 0.02 0.02
H 0.02 0.00 -0.04
H -0.03 -0.02 0.00
H 0.01 -0.02 0.01
N -0.02 -0.46 0.06
C 0.00 0.04 -0.07
C -0.12 -0.02 0.08
C 0.06 0.03 -0.04
C -0.02 0.00 0.04
C 0.02 0.02 -0.03
C -0.02 0.00 0.02
C 0.04 0.03 -0.03
H -0.02 0.00 0.01
H 0.02 0.00 -0.02
H 0.01 0.00 -0.01
H 0.02 0.01 -0.01
H -0.01 0.00 0.01

Output
Net charge: 0
Spin multiplicity: 1

---

Per-record orbital gap, eV: 9.4306; 3.1406
Per-record HOMO, Ha: -0.3219; -0.1761
Per-record energy relative to the best compared isomer or geometry (same formula, charge and spin), kcal per mole: 47.1; 7.8